233
Properties=species:S:1:pos:R:3:forces:R:3 method="wB97M-V/def2-TZVPD" s_squared=0.78 lumo_ev="0.44 / 0.44" spin_multiplicity=2 charge=-1 homo_ha="-0.08379 / -0.20848" e_tot_ha=-3925.35925 orbital_gap_ev="2.72 / 6.11"
O 3.6591 5.4332 -2.7398 -0.445 -1.997 0.094
O 11.0096 2.1592 0.7330 -2.174 -1.512 -1.255
O -0.1653 -3.4769 1.0037 -0.138 2.947 -0.508
O 6.4625 0.5236 -1.9116 0.217 -0.444 0.294
O -0.1799 1.9224 -0.0991 -0.717 -3.594 0.203
N 0.4050 1.4791 4.5391 -0.669 -0.194 -0.086
N 2.6286 4.6062 -4.4396 -1.433 -1.805 -2.111
N -2.0180 2.4908 -5.0061 2.246 -1.318 -1.104
N -3.5341 -7.6608 1.0338 -0.285 0.186 -0.944
N 4.6796 -6.9350 1.0088 0.022 -0.805 0.351
N 0.6794 -3.9446 -3.1534 -0.861 2.272 0.940
N -6.6732 5.6133 -0.2922 0.317 -0.955 0.671
N -7.5823 0.5167 1.4220 -1.198 2.154 1.526
N 4.0165 5.8760 2.2048 -0.942 -1.253 1.962
C -2.9965 -7.3311 -0.2907 1.294 -0.398 0.060
C -1.2618 -1.3204 1.2409 -1.737 -1.108 -0.144
C -0.5168 2.1734 3.6166 0.966 1.331 2.474
C -0.8109 2.8305 -5.8763 -2.527 -0.477 1.366
C -4.9681 4.1078 0.7613 0.500 -1.191 -0.477
C 10.0373 0.5896 -0.9313 -0.168 1.225 1.443
C -5.2128 -5.6659 1.1344 -0.308 -0.876 -0.647
C 2.1140 0.5782 2.8078 -0.283 -0.073 1.431
C -0.6119 0.9922 -3.4929 -0.661 -0.846 -1.096
C 8.9468 -0.7433 -2.6287 -1.046 -0.676 -0.937
C 11.2922 -0.7623 -2.5042 0.456 -0.012 1.512
C -7.6941 6.5535 0.0123 -1.999 -0.126 0.487
C 0.7118 -3.0438 -4.3319 2.520 -0.304 1.117
C -0.2476 0.6716 0.0830 1.042 2.800 0.991
C 6.0809 -7.2824 1.1221 -1.709 -0.075 0.811
C -1.4622 3.1768 4.3330 -0.145 -0.721 -0.586
C -3.7979 4.0838 -4.7086 -0.539 -1.508 -1.817
C 2.0925 0.4157 -0.6663 1.096 -0.200 -0.604
C -5.1406 -9.2485 2.2669 1.308 1.040 -0.294
C 9.9845 1.5623 0.2407 0.550 -0.142 0.805
C -3.9506 -6.3997 1.7300 -1.929 -0.528 -0.007
C -1.5736 -6.7641 -0.0839 -0.837 0.622 -0.529
C 3.1525 -0.3927 -1.0327 1.032 0.265 -0.463
C -3.3093 2.8289 -5.5756 0.667 1.670 1.439
C 10.1168 -1.2144 -3.1166 1.210 0.189 0.719
C -0.6687 -4.1064 -2.6328 -0.315 0.390 -0.603
C 1.0283 2.1371 6.8321 1.530 0.072 -1.210
C 6.5619 -6.6818 2.4089 2.336 0.342 -0.112
C -4.5963 -8.7126 0.8635 -0.430 0.993 2.316
C -6.2722 -0.7589 -0.1432 1.680 0.594 -0.795
C 6.1159 2.1028 2.1119 -0.337 -0.410 -2.442
C 7.4738 0.6077 -1.1696 0.620 0.858 0.308
C 1.0746 0.3447 3.9656 0.415 -0.787 -1.226
C 2.2655 -2.6265 -4.6262 -2.036 0.081 -0.589
C -0.5445 4.2597 -5.6717 1.527 1.570 -0.667
C 0.9711 -1.5697 0.0666 0.204 -0.276 0.139
C -4.9853 7.2337 -1.0643 0.758 -1.253 -0.225
C -3.5535 0.0980 1.8326 -0.242 3.500 -0.577
C 11.2708 0.0653 -1.3525 -0.320 -0.353 -2.633
C 2.0639 -2.3510 -0.3040 -0.148 0.092 -0.016
C 2.3470 4.4558 1.0636 -1.261 1.630 0.618
C 6.0000 6.1710 3.8169 0.089 -0.373 -0.328
C 2.7745 -6.4543 2.3038 -0.825 -0.545 1.238
C 8.6164 1.6635 0.8817 0.356 -1.109 -1.531
C -1.4065 0.0231 0.8121 1.198 0.043 -0.420
C 3.1326 4.4046 -3.2381 1.626 3.136 3.357
C 4.3308 -8.5427 -0.9221 0.830 -0.306 -0.121
C -5.8533 5.9834 -1.4697 0.253 1.339 1.490
C 7.2846 2.4691 2.7613 -0.192 -0.685 0.001
C 3.0549 3.0747 -2.4415 0.493 1.274 -1.302
C -8.6808 6.9769 -1.0906 0.207 0.305 0.062
C -3.4699 -1.1638 2.2387 0.089 -3.051 0.098
C 8.8393 0.1731 -1.5902 -0.779 0.371 0.841
C 4.1977 -7.1202 -0.3356 -2.041 -0.779 -0.261
C 3.1397 -1.7737 -0.9763 -0.594 0.073 0.770
C -1.6535 -4.8085 -3.5589 -1.126 -1.282 -0.308
C -6.0495 5.1215 1.0277 0.598 0.135 -2.751
C 4.5045 5.8082 3.6336 0.836 1.080 -0.109
C 6.1968 1.5076 0.8167 0.135 1.187 0.574
C -2.3601 -1.9261 1.9216 1.701 0.726 -0.330
C -8.8679 -0.1328 1.2010 0.327 -1.926 -0.213
C 0.9798 -0.1810 -0.1593 -2.189 0.152 -0.108
C 7.4085 1.2349 0.1677 1.746 0.396 0.971
C 2.6130 5.4011 2.3137 0.527 -2.738 -1.928
C -9.9190 0.4079 0.2381 -0.152 1.612 0.296
C 4.1084 7.2102 1.6974 1.019 1.678 -1.723
C 3.6625 7.5998 0.2239 -0.981 -1.294 1.017
C -0.1455 -2.2433 0.7752 -0.084 -1.352 0.654
C -1.9831 1.2401 -4.2407 0.864 1.955 1.408
C -2.5316 0.7629 1.1446 -0.505 -1.025 0.164
C 1.6120 -6.1308 -2.2574 0.690 0.162 1.940
C 1.3344 2.3095 5.3339 -1.383 -0.088 -0.769
C -7.7993 1.8182 2.1512 0.438 -0.220 -1.347
C 1.4219 -5.1321 -3.2943 0.160 -0.558 -3.923
C 3.7769 -7.5722 2.0682 0.397 1.589 -2.186
C 8.4898 2.1620 2.1752 0.501 0.920 0.216
C -6.7658 0.6394 0.2319 -0.897 -1.137 0.006
C -8.7387 1.7346 3.2824 -0.731 -0.317 2.425
H 3.3188 -8.5054 1.7408 -0.077 -0.088 -0.364
H 6.3124 7.0645 3.2765 -0.104 -0.216 -0.280
H 0.1279 2.3905 -5.5398 -0.501 -0.975 -0.035
H -5.0630 3.4755 -0.1214 -0.789 -0.080 -0.085
H -2.8741 -8.2024 -0.9340 -0.281 -0.503 0.393
H 2.1146 2.5612 -2.6419 0.257 -0.219 -0.010
H -2.2798 -2.9622 2.2157 0.031 -0.078 -0.092
H 10.1291 -2.0010 -3.8564 0.083 0.108 -0.225
H -8.5864 0.8892 3.9534 -0.022 -0.611 -0.398
H -2.4955 0.4301 -4.7597 0.503 -0.594 0.041
H 0.1218 -3.4789 -5.1386 0.567 -0.224 -0.731
H 2.6207 5.5304 -4.8468 0.215 -0.228 0.325
H -0.8837 0.4676 -2.5769 0.321 -0.010 0.046
H 2.5198 -6.6799 -2.5076 -0.248 -0.319 -0.027
H 5.3867 1.4947 0.1026 -0.786 -0.491 0.507
H 2.2374 1.4649 -0.8771 -0.657 -0.021 0.518
H -9.3014 -0.3835 2.1692 -0.112 0.288 -0.013
H 3.6817 7.9358 2.3899 -0.445 0.285 0.267
H 2.1722 3.8518 -4.9322 0.043 0.267 -0.054
H 1.8072 6.1247 2.4372 0.211 0.678 -0.441
H -8.3016 6.0851 0.7867 -0.223 -0.241 0.144
H -6.8329 4.6751 1.6402 -0.151 0.306 -0.189
H 3.2164 3.2621 -1.3799 -0.329 0.409 -0.197
H 3.7574 8.6743 0.0667 0.322 -0.058 0.171
H 1.5916 -0.1724 4.7739 0.192 -0.039 0.063
H -1.3252 -5.7113 -4.0739 0.445 0.102 -0.148
H 2.3184 5.1504 0.2241 0.175 -0.513 -0.470
H 3.2401 -5.8101 3.0497 -0.414 0.245 0.034
H 5.3745 -8.8544 -0.9636 0.198 -0.068 0.392
H -4.6669 4.4617 -5.2472 -0.237 0.497 0.331
H -5.4602 5.8419 1.5949 -0.798 0.951 0.219
H -4.3835 -9.0761 3.0318 0.553 -0.317 -0.138
H -7.3813 0.8646 -0.6391 0.033 1.109 -0.139
H 12.2283 0.4169 -0.9975 -0.189 0.027 0.587
H -9.4886 0.7260 -0.7114 -0.117 -0.486 -0.231
H -5.7461 -4.9638 1.7753 0.419 -0.077 0.422
H -5.3361 -0.6537 -0.6915 0.403 0.157 0.029
H 6.5672 -6.8853 0.2310 0.376 -0.013 0.207
H -4.4672 6.9627 -0.1444 -0.110 0.099 0.282
H -6.8788 -1.1952 -0.9369 -0.498 -0.487 0.681
H -4.1941 -6.7856 2.7199 -0.207 0.498 0.233
H -5.5441 8.1495 -0.8716 -0.216 -0.209 -0.190
H -0.0584 1.8963 -3.2394 -0.544 0.252 0.081
H 5.1576 7.4913 1.6073 0.244 -0.232 0.569
H 0.9709 -5.7014 -4.1071 -0.236 -0.393 -0.921
H 6.5759 5.3008 3.5019 0.118 0.183 -0.628
H 1.8504 -6.8975 2.6749 -0.160 0.194 0.580
H -10.3818 1.3254 0.6013 0.196 0.378 0.347
H 0.1023 0.3701 -4.0323 -0.067 -0.154 -0.171
H -4.0209 2.0034 -5.5584 -0.066 -0.115 0.336
H 6.4195 6.3309 4.8101 -0.914 0.031 0.530
H 2.9924 3.5980 0.8747 0.545 0.462 0.456
H 3.9541 2.5406 -2.7484 -0.215 -0.616 -0.179
H -2.1194 -4.1363 -4.2794 0.620 0.192 -0.400
H -10.8130 -0.2044 0.1195 0.496 -0.638 -0.218
H -5.9115 -8.5856 2.6598 -0.585 -0.312 -0.431
H 2.0181 -3.3767 0.0311 0.146 -0.250 -0.436
H 0.1913 -2.1128 -4.1070 0.019 0.009 0.440
H -5.4719 -8.2342 0.4247 -0.072 -0.411 -0.760
H 1.7626 1.1931 1.9793 0.038 0.219 0.307
H 1.3069 3.3531 5.0204 -0.595 0.329 0.079
H 1.3455 4.0393 1.1721 -0.282 -0.034 -0.121
H -9.2895 6.2255 -1.5936 0.572 -0.586 0.068
H 2.4289 -5.8251 1.4837 0.608 -0.335 -0.409
H 8.1001 -1.2098 -3.1102 -0.726 0.529 0.328
H 1.3056 1.1078 7.0593 -0.228 0.006 0.389
H 2.4082 -0.3880 2.3980 0.075 -0.031 0.030
H -2.5679 -5.1589 -3.0802 0.079 -0.033 0.820
H -1.1119 3.8583 5.1083 0.460 -0.105 -0.229
H -4.9543 3.4309 1.6156 0.517 -0.033 0.092
H 6.1294 -8.3712 1.1401 0.760 -0.326 -0.074
H 1.8848 -5.5413 -1.3821 -0.310 -0.526 0.767
H 6.2183 -7.0974 3.3562 -0.347 -0.050 -0.326
H -1.2863 1.5217 3.2028 1.059 -0.435 -0.690
H 0.3894 -0.4056 3.5713 -0.671 0.172 0.198
H -6.5092 6.2666 -2.2929 -0.259 -0.120 0.186
H -0.6005 -4.4811 -1.6115 -0.261 -0.232 -0.134
H -8.2586 2.5877 1.5308 0.232 0.181 -0.806
H 4.5140 -6.3516 -1.0408 0.680 0.041 0.187
H 4.0586 0.1046 -1.3457 0.259 -0.046 -0.424
H 4.1667 7.0339 -0.5595 0.320 0.064 0.187
H -1.1814 -3.1445 -2.6373 0.705 0.612 0.874
H -9.7973 1.7971 3.0304 0.057 -0.231 -0.232
H -1.6605 -5.6800 -0.0109 0.393 0.051 0.524
H 1.7653 2.8080 7.2734 -0.326 0.021 0.893
H -4.4405 0.6648 2.0742 -0.208 0.079 -0.017
H 3.9697 -2.3343 -1.3803 0.072 -0.129 0.244
H -3.2048 3.0834 -6.6303 0.029 0.319 -0.107
H 0.1373 2.7733 2.9839 -0.493 -0.215 -1.152
H 12.2267 -1.2124 -2.8052 0.296 0.194 -0.124
H -4.3260 -1.6722 2.6571 -0.067 0.139 0.395
H -2.6792 1.7957 0.8651 0.352 0.036 -0.153
H 0.3683 4.3762 -6.2559 0.339 0.764 -0.141
H -0.8988 -6.9305 -0.9235 -0.174 -0.243 0.001
H 4.3539 4.8347 4.1003 -0.059 -0.322 -0.675
H 2.9709 0.9949 3.3371 0.363 0.315 -0.732
H -7.3916 7.4614 0.5340 0.650 0.519 -0.169
H 2.6077 7.3724 0.0702 -0.226 0.062 0.020
H 4.2930 -7.8205 2.9956 0.248 0.280 -0.252
H -2.5509 1.5199 -3.3533 -0.908 -0.445 -0.085
H -6.0061 -1.3766 0.7145 -0.575 -0.195 -0.101
H -5.9623 -6.3902 0.8155 -0.220 -0.286 0.454
H -4.1710 -9.4935 0.2330 -0.172 0.087 0.150
H 5.1467 2.4039 2.4810 -0.136 -0.039 0.111
H -4.1007 3.7389 -3.7199 0.176 0.138 0.014
H -3.0023 4.8281 -4.6724 -0.206 -0.164 0.113
H 3.7801 -9.2818 -0.3403 0.051 0.053 0.170
H 2.2359 -1.8798 -5.4197 0.045 0.025 -0.174
H -3.9812 4.5302 0.5724 0.059 0.321 0.529
H -6.8528 2.2449 2.4831 0.273 -0.344 -0.086
H -5.4001 -10.3049 2.3350 -0.261 0.187 -0.390
H -1.2338 5.0043 -6.0700 -0.329 -0.270 0.177
H 2.3980 -4.9102 -3.7256 0.039 0.417 0.332
H -1.8428 3.7289 3.4737 -0.409 0.466 0.303
H 2.9381 -3.4134 -4.9674 -0.319 -0.123 0.074
H 7.6390 -6.8478 2.3891 0.353 -0.084 0.442
H -3.2168 -5.6060 1.8701 0.764 -0.732 -0.326
H -4.1455 7.4504 -1.7245 -0.267 0.088 -0.471
H -8.1587 7.5634 -1.8466 -0.221 0.126 -0.110
H -5.3192 5.1125 -1.8498 0.463 0.193 0.353
H -5.0974 -5.1506 0.1808 0.840 0.287 0.070
H -8.5734 -1.1097 0.8176 -0.152 -0.288 -0.125
H -8.5868 2.5133 4.0298 0.163 0.670 -0.407
H -1.0162 2.6428 -6.9302 0.167 -0.427 -0.171
H 3.8248 6.4481 4.1962 0.098 0.577 0.418
H 2.3565 2.0792 5.0333 0.219 -0.484 0.600
H -6.0191 1.4104 0.4220 0.165 -0.286 -0.257
H 2.7191 -2.1166 -3.7762 -0.315 -0.268 0.246
H 7.2465 2.9956 3.7035 0.056 -0.131 0.213
H 6.4955 -5.5938 2.4080 -0.503 -0.040 0.023
H -9.4477 7.5967 -0.6259 0.205 0.386 0.086
H -3.6633 -6.6933 -0.8710 -0.022 0.484 0.000
H 3.1260 -6.9344 -0.2650 -0.134 0.037 -0.099
H -0.2649 4.4707 -4.6395 -0.336 0.094 0.028
H -2.2731 2.5770 4.7462 -0.179 0.219 0.224
H 0.7780 -6.8172 -2.1112 0.099 0.193 0.268
H -1.1789 -7.2257 0.8212 0.155 0.270 -0.079
H 4.0510 -8.7239 -1.9599 -0.551 0.686 -0.100
H 2.4337 4.7256 3.1501 0.689 0.168 0.476
H 9.3739 2.4406 2.7295 0.355 -0.003 -0.266
H -0.0090 2.3344 7.1027 0.215 0.148 -0.121

---

13
Properties=species:S:1:pos:R:3:forces:R:3 method="wB97M-V/def2-TZVPD" s_squared=2.03 lumo_ev="-4.59 / -6.48" spin_multiplicity=3 charge=+1 homo_ha="-0.47491 / -0.51305" e_tot_ha=-265.68330 orbital_gap_ev="8.34 / 7.48"
N -1.8519 -0.2258 0.1556 -2.088 -0.521 2.002
N 1.6378 -0.7054 0.0512 0.164 2.404 -0.468
C 0.4701 1.3057 0.0593 -1.649 0.131 1.556
C 1.7122 0.6117 -0.0902 1.179 0.074 0.817
C 0.3919 -1.1029 -0.0104 -1.100 -2.171 -0.754
C -0.5906 0.0202 -0.3086 3.337 -0.679 -1.782
H 0.3414 1.4107 1.2114 0.209 0.475 -1.648
H -2.4462 0.5213 -0.0953 -1.151 0.511 -0.253
H -0.5647 0.1341 -1.4653 -0.396 -0.374 1.426
H 2.4194 -1.3054 0.1947 0.756 -0.579 -0.164
H 0.3617 -2.1813 -0.2098 -1.083 0.353 0.504
H 0.3706 2.2590 -0.5143 -0.204 -0.909 0.656
H -2.2517 -0.7420 1.0216 2.026 1.285 -1.893

---

27
Properties=species:S:1:pos:R:3:forces:R:3 method="wB97M-V/def2-TZVPD" s_squared=6.03 lumo_ev="-8.32 / -11.51" spin_multiplicity=5 charge=+2 homo_ha="-0.53648 / -0.61786" e_tot_ha=-2254.03607 orbital_gap_ev="6.28 / 5.31"
Co 0.1127 -0.8036 -2.5940 0.556 -1.584 1.341
O 2.2116 1.1647 -2.2103 -3.561 -3.219 -0.793
O 1.0390 -2.8926 -0.7316 -0.868 3.415 -1.932
O -0.5436 4.6076 0.2493 0.420 -3.867 -2.274
O -2.4970 0.4081 -2.1712 4.486 -2.117 -1.085
O 0.0101 -2.5816 -4.9207 0.004 3.103 3.880
N 1.0163 0.2874 0.6920 1.033 1.228 -0.031
N 0.1242 -0.5009 0.0786 0.093 -0.649 -0.632
C -0.7088 -0.9632 1.0282 0.188 1.061 0.527
C 1.3322 0.4261 -2.4018 6.804 6.951 0.734
C 0.0335 -1.8470 -4.0296 0.049 -5.490 -7.789
C 0.6928 0.5066 1.9780 -0.343 -0.422 -0.256
C -1.7551 -1.9328 0.7116 -0.790 -0.638 -0.063
C -1.4579 -0.0666 -2.3752 -8.811 4.259 1.974
C 0.7007 -1.9044 -1.2558 1.400 -5.263 3.994
C -0.4091 -0.3003 2.2308 -0.126 -0.452 -0.475
C -0.4440 3.6515 -0.3932 -0.568 4.798 2.503
C 1.4006 1.4834 2.8237 0.280 0.257 0.529
H 1.0294 1.3946 3.8514 0.146 0.120 -0.264
H 1.7302 0.7971 0.1751 -0.351 -0.229 0.226
H -0.2752 2.2174 -1.1205 0.135 -0.997 -0.382
H -2.3084 -2.1773 1.6242 0.062 -0.061 -0.296
H -0.9391 -0.4124 3.1610 0.026 0.016 0.046
H -1.3340 -2.8618 0.2991 -0.210 0.205 0.212
H 1.2304 2.5133 2.4777 -0.006 -0.278 0.097
H 2.4823 1.3059 2.8358 -0.188 0.005 -0.020
H -2.4737 -1.5191 -0.0128 0.140 -0.153 0.230